Arrangement a

Here is a 7-piece molecular cluster, C36H93N7O11 overall from the OMol25 dataset. Energies are from ωB97M-V/def2-TZVPD.

XYZ file:
```
147
C36H93N7O11 (ωB97M-V/def2-TZVPD)
C 2.73 4.23 3.06
O 2.90 2.95 3.60
C 4.26 2.53 3.63
C 4.28 1.07 3.94
C 5.69 0.50 3.99
N 3.48 0.36 2.94
H 3.42 4.97 3.47
H 1.69 4.53 3.20
H 2.86 4.24 1.97
H 4.80 2.73 2.69
H 4.74 3.12 4.43
H 3.85 0.97 4.95
H 6.22 1.00 4.81
H 6.27 0.75 3.10
H 5.68 -0.57 4.16
H 3.42 -0.63 3.19
H 2.51 0.66 3.02
C -1.50 3.60 -0.11
O -1.85 2.31 0.32
C -0.76 1.61 0.88
C -0.10 0.73 -0.20
C -1.04 -0.34 -0.73
N 1.09 0.10 0.39
H -0.66 3.63 -0.80
H -1.20 4.22 0.75
H -2.40 4.07 -0.52
H 0.02 2.27 1.27
H -1.11 0.87 1.61
H 0.16 1.35 -1.07
H -1.36 -0.99 0.09
H -0.55 -0.97 -1.48
H -1.87 0.07 -1.30
H 1.78 -0.15 -0.31
H 1.55 0.79 0.97
C -4.73 1.90 -1.98
O -5.58 0.88 -2.44
C -6.86 0.98 -1.89
C -7.81 0.15 -2.68
C -8.01 0.70 -4.09
N -9.11 0.18 -1.99
H -4.65 1.73 -0.90
H -5.21 2.89 -2.08
H -3.76 1.91 -2.47
H -6.90 0.73 -0.82
H -7.17 2.04 -1.91
H -7.48 -0.88 -2.82
H -7.13 1.23 -4.43
H -8.86 1.40 -4.09
H -8.29 -0.08 -4.80
H -9.06 -0.34 -1.12
H -9.82 -0.34 -2.49
C -0.04 1.03 4.54
O 0.82 0.33 5.43
C 0.26 0.21 6.71
C 0.76 -1.03 7.39
N 0.15 -1.12 8.68
C 0.63 -2.21 9.53
C -0.33 -2.54 10.64
O 0.03 -1.78 11.77
C -0.73 -2.09 12.90
H 0.53 1.29 3.65
H -0.38 1.95 5.04
H -0.87 0.37 4.27
H -0.83 0.17 6.63
H 0.44 1.14 7.27
H 1.86 -1.04 7.43
H 0.45 -1.89 6.79
H 0.03 -0.23 9.13
H 1.65 -2.02 9.91
H 0.80 -3.05 8.85
H -0.21 -3.60 10.89
H -1.35 -2.32 10.34
H -1.81 -2.05 12.71
H -0.52 -1.35 13.68
H -0.50 -3.06 13.36
C -1.60 -3.65 -2.01
O -1.61 -5.04 -1.84
C -2.82 -5.54 -1.28
C -4.02 -5.42 -2.20
N -4.07 -6.58 -3.08
C -4.95 -6.42 -4.22
C -4.40 -5.54 -5.35
O -4.66 -6.20 -6.58
C -4.11 -5.52 -7.65
H -2.49 -3.25 -2.52
H -0.70 -3.40 -2.57
H -1.61 -3.12 -1.05
H -2.95 -4.99 -0.34
H -2.68 -6.60 -1.09
H -4.10 -4.48 -2.76
H -4.92 -5.41 -1.58
H -3.13 -6.76 -3.44
H -5.88 -5.98 -3.86
H -5.14 -7.40 -4.65
H -3.31 -5.42 -5.27
H -4.85 -4.54 -5.40
H -4.34 -6.05 -8.58
H -3.02 -5.38 -7.59
H -4.60 -4.54 -7.80
C 5.01 -3.22 0.54
O 4.25 -2.94 -0.62
C 3.14 -3.78 -0.75
C 2.50 -3.50 -2.08
N 3.37 -3.87 -3.21
C 2.98 -3.26 -4.47
C 3.52 -1.87 -4.80
O 4.90 -1.75 -4.47
C 5.18 -0.92 -3.37
H 5.79 -2.46 0.60
H 5.50 -4.19 0.44
H 4.36 -3.08 1.41
H 2.40 -3.59 0.05
H 3.38 -4.85 -0.68
H 2.30 -2.40 -2.08
H 1.54 -4.00 -2.18
H 4.29 -3.48 -2.99
H 1.88 -3.22 -4.56
H 3.17 -3.94 -5.31
H 2.86 -1.03 -4.55
H 3.54 -1.82 -5.90
H 5.02 -1.43 -2.42
H 4.59 0.00 -3.42
H 6.23 -0.63 -3.46
C 2.97 2.87 -0.57
O 2.29 4.00 -1.03
C 2.42 4.15 -2.42
C 2.21 5.62 -2.81
N 2.84 5.85 -4.08
C 2.98 7.18 -4.60
C 1.68 7.86 -5.04
O 0.73 8.09 -4.03
C 1.14 9.04 -3.08
H 4.06 3.00 -0.69
H 2.77 1.92 -1.09
H 2.76 2.62 0.47
H 1.70 3.55 -2.98
H 3.44 3.90 -2.73
H 2.60 6.27 -2.03
H 1.13 5.80 -2.86
H 3.23 5.10 -4.61
H 3.56 7.09 -5.53
H 3.53 7.84 -3.92
H 1.17 7.21 -5.75
H 1.93 8.77 -5.60
H 1.40 10.00 -3.56
H 2.01 8.71 -2.51
H 0.30 9.26 -2.42
```

Highest occupied orbital energy   -8.301 eV
SMILES string   COC[C@H](C)N.COC[C@H](C)N.COC[C@H](C)N.COCCNCCOC.COCCNCCOC.COCCNCCOC.COCCNCCOC
Orbital gap   0.324 Eh

***

Arrangement b

Here is a 7-piece molecular cluster, C36H93N7O11 overall from the OMol25 dataset. Energies are from ωB97M-V/def2-TZVPD.

XYZ file:
```
147
C36H93N7O11 (ωB97M-V/def2-TZVPD)
C 2.60 -2.65 2.33
O 1.66 -3.50 1.73
C 0.33 -3.30 2.13
C -0.43 -4.54 1.69
C -0.65 -4.53 0.22
N -1.66 -4.73 2.49
H 2.75 -2.93 3.38
H 2.30 -1.60 2.28
H 3.54 -2.78 1.78
H 0.24 -3.09 3.21
H -0.08 -2.38 1.68
H 0.29 -5.31 2.00
H -1.48 -5.17 -0.12
H 0.24 -4.87 -0.30
H -0.95 -3.55 -0.15
H -2.08 -5.64 2.31
H -1.38 -4.86 3.46
C -0.30 1.30 4.09
O 0.81 2.00 3.58
C 1.22 3.13 4.33
C 0.15 4.16 4.51
C -0.47 4.57 3.19
N 0.74 5.37 5.13
H -0.24 0.30 3.68
H -1.25 1.74 3.76
H -0.30 1.26 5.19
H 1.68 2.79 5.27
H 2.02 3.57 3.73
H -0.67 3.78 5.14
H 0.24 4.91 2.43
H -1.23 5.33 3.38
H -1.06 3.79 2.69
H 0.01 6.06 5.27
H 1.11 5.14 6.05
C 0.49 2.55 0.24
O 0.27 1.94 -1.03
C 0.94 0.75 -1.40
C 0.53 -0.55 -0.71
C 0.98 -1.71 -1.59
N -0.96 -0.65 -0.58
H 1.56 2.71 0.42
H -0.04 2.02 1.04
H 0.04 3.54 0.12
H 0.76 0.68 -2.48
H 2.02 0.92 -1.27
H 0.93 -0.52 0.31
H 0.78 -2.66 -1.11
H 1.99 -1.64 -2.00
H 0.35 -1.67 -2.49
H -1.30 0.29 -0.37
H -1.33 -0.84 -1.50
C -9.66 -6.09 3.64
O -8.80 -6.87 2.86
C -7.59 -6.26 2.56
C -7.40 -6.19 1.07
N -6.09 -5.66 0.70
C -5.69 -4.46 1.39
C -4.54 -3.78 0.67
O -4.92 -3.48 -0.65
C -3.86 -2.91 -1.40
H -9.82 -5.10 3.19
H -9.27 -5.97 4.66
H -10.62 -6.60 3.74
H -6.77 -6.87 2.97
H -7.50 -5.27 3.03
H -8.22 -5.64 0.57
H -7.47 -7.22 0.71
H -6.02 -5.48 -0.29
H -5.31 -4.68 2.39
H -6.50 -3.72 1.51
H -3.69 -4.48 0.77
H -4.30 -2.87 1.23
H -3.63 -1.90 -1.03
H -4.21 -2.76 -2.42
H -2.98 -3.55 -1.32
C 3.69 8.51 0.13
O 2.34 8.25 -0.06
C 2.07 6.88 -0.14
C 0.59 6.66 -0.02
N -0.11 7.13 -1.21
C -1.57 7.33 -1.08
C -2.22 6.32 -0.16
O -2.12 5.01 -0.63
C -2.84 4.67 -1.80
H 4.17 7.87 0.87
H 3.80 9.55 0.44
H 4.27 8.39 -0.81
H 2.61 6.27 0.59
H 2.38 6.48 -1.12
H 0.26 7.16 0.92
H 0.36 5.61 0.22
H 0.29 8.04 -1.41
H -1.96 7.16 -2.09
H -1.79 8.37 -0.81
H -3.27 6.62 0.03
H -1.72 6.33 0.80
H -2.73 3.60 -1.93
H -2.53 5.25 -2.67
H -3.92 4.86 -1.68
C 6.56 -1.23 3.56
O 5.60 -0.49 2.81
C 4.87 0.47 3.57
C 4.27 1.44 2.62
N 5.27 2.34 2.05
C 4.63 3.41 1.26
C 4.34 3.03 -0.17
O 3.66 4.12 -0.76
C 3.28 3.90 -2.10
H 7.57 -0.96 3.26
H 6.44 -2.29 3.31
H 6.47 -1.10 4.64
H 5.56 0.98 4.25
H 4.06 -0.05 4.09
H 3.54 2.06 3.14
H 3.76 0.99 1.76
H 5.92 1.86 1.44
H 5.30 4.28 1.25
H 3.75 3.75 1.81
H 3.71 2.13 -0.20
H 5.27 2.90 -0.74
H 3.94 3.17 -2.58
H 3.29 4.84 -2.64
H 2.26 3.49 -2.17
C -1.68 -1.60 -5.27
O -0.59 -2.27 -4.71
C -0.78 -3.64 -4.50
C 0.38 -4.44 -5.07
N 1.61 -4.08 -4.37
C 2.82 -4.48 -5.08
C 3.38 -3.47 -6.07
O 2.58 -3.21 -7.19
C 2.59 -4.26 -8.13
H -1.43 -0.55 -5.35
H -2.61 -1.77 -4.71
H -1.91 -1.98 -6.28
H -1.71 -3.98 -4.99
H -0.93 -3.92 -3.45
H 0.44 -4.25 -6.15
H 0.14 -5.50 -4.95
H 1.60 -3.07 -4.32
H 2.61 -5.41 -5.63
H 3.58 -4.82 -4.37
H 4.43 -3.72 -6.30
H 3.47 -2.49 -5.56
H 3.63 -4.47 -8.41
H 2.02 -3.93 -9.00
H 2.15 -5.17 -7.72
```

Highest occupied orbital energy   -8.483 eV
SMILES string   COC[C@H](C)N.COC[C@H](C)N.COC[C@H](C)N.COCCNCCOC.COCCNCCOC.COCCNCCOC.COCCNCCOC
Orbital gap   0.335 Eh

***

Of them, the most stable is arrangement b and the least stable is arrangement a.